Molecular formula: C90H207N9O9
Method: DFT, ωB97M-V/def2-TZVPD

The value obtained for the highest occupied orbital energy is -8.02 eV. The value obtained for the total energy is -128516.3635 eV.

```
! RIJCOSX wB97M-V def2-TZVPD def2/J DEFGRID3
* xyz 0 1
C -4.797 -2.183 0.075
C -3.462 -1.591 0.091
C -2.502 -2.723 0.363
O -3.399 -3.868 0.637
C -4.699 -3.415 0.987
H -5.063 -2.522 -0.926
H -5.492 -1.390 0.350
H -3.400 -0.831 0.870
H -3.255 -1.030 -0.820
H -1.870 -2.313 1.151
H -1.880 -2.935 -0.507
H -4.850 -3.086 2.015
H -5.483 -4.127 0.729
C 3.627 -5.065 5.276
C 4.507 -6.279 5.489
C 4.997 -6.246 6.895
O 4.967 -4.829 7.175
C 4.407 -4.045 6.078
H 2.669 -5.248 5.763
H 3.484 -4.649 4.279
H 5.383 -6.280 4.841
H 4.020 -7.233 5.288
H 5.985 -6.706 6.916
H 4.260 -6.747 7.522
H 5.276 -3.652 5.549
H 3.708 -3.272 6.396
C 0.005 -2.521 4.390
C 0.986 -1.717 5.216
C 0.763 -2.347 6.576
O -0.662 -2.489 6.673
C -1.140 -2.781 5.380
H 0.428 -3.506 4.195
H -0.347 -2.012 3.493
H 0.630 -0.691 5.118
H 2.039 -1.682 4.940
H 1.233 -1.842 7.420
H 1.279 -3.293 6.740
H -2.024 -2.199 5.121
H -1.468 -3.818 5.456
C 5.396 1.402 -0.956
C 6.020 0.171 -0.410
C 6.014 0.414 1.093
O 6.153 1.806 1.244
C 6.009 2.436 -0.003
H 4.313 1.502 -0.881
H 5.654 1.596 -1.997
H 7.024 0.097 -0.827
H 5.499 -0.726 -0.746
H 6.854 -0.093 1.568
H 5.055 0.149 1.537
H 6.978 2.754 -0.387
H 5.380 3.325 -0.050
C -6.647 0.736 -3.156
C -8.046 1.188 -3.009
C -8.060 1.568 -1.545
O -7.449 0.458 -0.948
C -6.410 -0.062 -1.827
H -5.921 1.534 -3.314
H -6.494 0.099 -4.027
H -8.773 0.402 -3.213
H -8.331 2.060 -3.597
H -9.070 1.748 -1.176
H -7.500 2.467 -1.286
H -6.536 -1.129 -2.008
H -5.387 0.145 -1.515
C -3.948 3.455 -5.159
C -2.749 4.351 -5.115
C -1.723 3.553 -4.310
O -2.381 2.300 -4.080
C -3.388 2.056 -5.036
H -4.578 3.411 -6.047
H -4.564 3.626 -4.276
H -3.023 5.256 -4.573
H -2.294 4.612 -6.070
H -1.488 4.126 -3.413
H -0.817 3.348 -4.881
H -4.102 1.361 -4.595
H -2.987 1.567 -5.923
C 5.183 -3.384 -2.882
C 3.838 -2.994 -2.398
C 3.316 -2.213 -3.592
O 4.455 -1.407 -3.918
C 5.662 -2.190 -3.712
H 5.087 -4.306 -3.456
H 5.851 -3.574 -2.041
H 3.949 -2.437 -1.468
H 3.177 -3.830 -2.173
H 2.481 -1.564 -3.329
H 2.919 -2.710 -4.477
H 6.354 -1.491 -3.244
H 6.108 -2.464 -4.668
C 6.178 -4.737 2.015
C 7.409 -4.293 2.820
C 8.123 -3.346 1.841
O 7.000 -2.651 1.267
C 5.878 -3.507 1.146
H 5.358 -5.030 2.670
H 6.439 -5.575 1.368
H 8.007 -5.096 3.251
H 7.050 -3.726 3.679
H 8.619 -3.935 1.071
H 8.927 -2.673 2.137
H 5.575 -3.766 0.131
H 5.077 -2.909 1.580
C 0.671 -5.511 -4.049
C -0.607 -4.642 -3.778
C -1.015 -5.095 -2.403
O -0.675 -6.509 -2.381
C 0.513 -6.703 -3.133
H 1.528 -4.894 -3.778
H 0.873 -5.792 -5.082
H -1.449 -4.833 -4.444
H -0.368 -3.579 -3.799
H -2.069 -4.995 -2.147
H -0.419 -4.597 -1.638
H 0.487 -7.623 -3.716
H 1.391 -6.728 -2.487
C 1.831 4.320 -0.490
C 0.834 4.188 -1.627
N 1.162 4.764 -2.924
C 1.188 6.233 -2.905
C -0.172 6.836 -2.677
C 2.429 4.177 -3.481
C 2.426 2.651 -3.572
H 2.675 3.635 -0.571
H 1.410 4.102 0.492
H 2.224 5.336 -0.444
H 0.720 3.111 -1.758
H -0.172 4.482 -1.329
H 1.855 6.636 -2.143
H 1.502 6.668 -3.854
H -0.419 6.833 -1.616
H -0.168 7.877 -3.000
H -0.990 6.421 -3.266
H 3.348 4.481 -2.978
H 2.470 4.460 -4.533
H 2.577 2.163 -2.609
H 3.200 2.313 -4.262
H 1.439 2.373 -3.941
C 5.778 -0.571 4.591
C 5.456 0.918 4.861
N 4.036 1.117 5.317
C 3.050 0.998 4.196
C 3.182 2.167 3.230
C 3.717 0.319 6.511
C 2.565 0.982 7.281
H 5.287 -0.942 3.692
H 5.597 -1.227 5.443
H 6.843 -0.643 4.372
H 6.177 1.378 5.538
H 5.529 1.540 3.969
H 2.030 1.130 4.556
H 3.155 0.018 3.730
H 2.264 2.413 2.695
H 3.984 1.951 2.523
H 3.380 3.087 3.780
H 3.466 -0.719 6.297
H 4.629 0.322 7.107
H 2.720 2.033 7.524
H 1.631 1.013 6.719
H 2.565 0.509 8.263
C -3.956 -0.399 -7.788
C -4.637 -1.602 -7.145
N -4.798 -1.549 -5.703
C -3.464 -1.713 -5.184
C -3.304 -1.506 -3.692
C -5.679 -2.680 -5.281
C -7.174 -2.456 -5.604
H -4.405 0.548 -7.489
H -3.874 -0.464 -8.873
H -2.911 -0.203 -7.549
H -5.620 -1.641 -7.614
H -4.068 -2.485 -7.436
H -3.087 -2.710 -5.413
H -2.754 -0.994 -5.593
H -4.054 -2.003 -3.077
H -2.322 -1.885 -3.411
H -3.403 -0.444 -3.470
H -5.519 -2.909 -4.228
H -5.331 -3.611 -5.728
H -7.534 -3.485 -5.583
H -7.471 -2.051 -6.571
H -7.671 -1.848 -4.848
C -0.438 0.980 1.848
C 0.131 1.071 0.369
N 0.279 -0.279 -0.216
C 1.073 -1.246 0.567
C 2.429 -0.671 0.978
C 0.651 -0.265 -1.672
C -0.433 0.349 -2.603
H 0.271 0.547 2.553
H -1.343 0.371 1.861
H -0.622 2.005 2.169
H -0.591 1.611 -0.245
H 1.066 1.623 0.276
H 0.465 -1.592 1.403
H 1.312 -2.125 -0.031
H 3.065 -1.490 1.314
H 2.942 -0.209 0.135
H 2.304 0.134 1.702
H 0.731 -1.295 -2.022
H 1.562 0.292 -1.890
H -0.473 1.431 -2.482
H -1.425 -0.090 -2.493
H -0.209 0.101 -3.641
C -2.165 6.378 1.140
C -3.434 6.412 0.329
N -4.063 5.058 0.214
C -5.505 5.152 0.034
C -5.890 5.848 -1.244
C -3.343 4.135 -0.690
C -3.864 2.721 -0.745
H -2.202 5.905 2.121
H -1.777 7.366 1.386
H -1.411 5.900 0.515
H -4.076 7.134 0.833
H -3.159 6.770 -0.663
H -6.070 4.228 0.151
H -5.887 5.806 0.819
H -5.304 6.731 -1.497
H -5.855 5.212 -2.129
H -6.896 6.231 -1.068
H -2.307 4.074 -0.356
H -3.300 4.539 -1.702
H -4.000 2.329 0.263
H -3.114 2.094 -1.228
H -4.738 2.659 -1.393
C -0.046 1.118 -6.534
C 0.450 0.458 -7.872
N 0.937 -0.962 -7.715
C -0.120 -1.929 -7.326
C 0.280 -3.393 -7.366
C 2.129 -1.108 -6.917
C 3.290 -0.264 -7.518
H 0.839 1.376 -5.954
H -0.560 0.407 -5.887
H -0.636 2.021 -6.694
H -0.375 0.422 -8.583
H 1.209 1.026 -8.409
H -0.877 -1.853 -8.106
H -0.476 -1.775 -6.307
H -0.574 -4.069 -7.338
H 0.842 -3.526 -6.442
H 0.922 -3.644 -8.211
H 1.978 -0.838 -5.871
H 2.457 -2.147 -6.943
H 3.480 -0.522 -8.560
H 3.126 0.810 -7.440
H 4.189 -0.532 -6.964
C -3.666 0.164 6.265
C -3.207 1.241 5.249
N -4.338 2.009 4.705
C -3.915 3.235 4.028
C -5.000 4.206 3.510
C -5.227 1.191 3.896
C -4.468 0.484 2.733
H -2.821 -0.174 6.864
H -4.025 -0.629 5.610
H -4.430 0.444 6.991
H -2.569 1.971 5.749
H -2.571 0.840 4.461
H -3.384 3.872 4.735
H -3.275 3.035 3.168
H -5.688 4.585 4.265
H -4.449 5.014 3.030
H -5.628 3.799 2.717
H -6.054 1.805 3.540
H -5.683 0.441 4.543
H -3.645 1.061 2.312
H -5.154 0.277 1.912
H -4.020 -0.451 3.070
C 0.345 3.749 5.098
C 0.035 4.889 4.109
N 0.563 6.191 4.436
C -0.057 7.306 3.676
C 0.455 8.753 4.109
C 2.049 6.217 4.447
C 2.728 6.158 3.076
H -0.458 3.022 4.975
H 0.456 3.882 6.175
H 1.314 3.293 4.898
H 0.269 4.587 3.088
H -1.053 4.946 4.116
H 0.090 7.206 2.601
H -1.124 7.212 3.876
H 1.501 8.966 3.888
H -0.179 9.476 3.594
H 0.251 8.803 5.178
H 2.439 5.326 4.938
H 2.381 7.096 5.001
H 2.385 5.339 2.443
H 3.815 6.147 3.162
H 2.595 7.106 2.556
C -0.440 -6.417 4.862
C 0.560 -6.781 3.742
N 0.721 -5.750 2.730
C 1.898 -5.970 1.877
C 2.405 -4.733 1.179
C -0.558 -5.440 1.999
C -0.842 -6.475 0.909
H -1.397 -6.117 4.435
H -0.004 -5.514 5.288
H -0.499 -7.150 5.666
H 1.548 -7.021 4.136
H 0.131 -7.683 3.305
H 2.740 -6.235 2.517
H 1.771 -6.767 1.144
H 2.472 -3.873 1.845
H 3.414 -4.821 0.776
H 1.712 -4.473 0.378
H -0.592 -4.498 1.452
H -1.461 -5.420 2.609
H -0.948 -7.482 1.312
H -0.079 -6.593 0.139
H -1.782 -6.252 0.406
*
```

=====

Molecular formula: C5H15NO2
Method: DFT, ωB97M-V/def2-TZVPD

The value obtained for the highest occupied orbital energy is -7.55 eV. The value obtained for the total energy is -11007.5273 eV. The energy above the lowest of the compared OMol25 structures with the same formula, charge and spin comes out at 148.03 kcal/mol.

```
! RIJCOSX wB97M-V def2-TZVPD def2/J DEFGRID3
* xyz 0 1
C -0.130 1.372 -0.979
C -1.273 0.919 -1.868
C 1.143 0.506 -1.293
N 2.007 0.642 -0.209
C 1.622 0.001 0.994
C 1.093 -1.423 0.826
O -1.435 0.414 1.508
H -0.380 1.245 0.069
H 0.097 2.438 -1.051
H -1.597 -0.076 -1.554
H -2.158 1.549 -1.815
H -0.946 0.896 -2.911
H 0.784 -0.518 -1.450
H 1.619 0.924 -2.180
H -1.711 0.366 2.425
H 2.511 0.035 1.621
H 0.765 0.633 1.357
H 0.980 -1.871 1.807
H 1.791 -2.022 0.234
H 0.152 -1.434 0.281
H -2.438 -2.568 0.698
H -1.522 -0.542 1.071
O -1.828 -1.849 0.530
*
```